The following is a quantum chemistry calculation of a structure of composition C40H84F6MnN8O8P, from the OMol25 dataset.

The calculation puts the frontier orbital gap (spin up / spin down) at 5.87 / 5.39 eV. As for the charge: +1. As for the multiplicity: 6. As for the expectation value of S²: 8.75. For the total energy, the calculation gives -4705.7897 hartree.

Positions of all 148 atoms, in Å:
Mn1 -16.165218 23.131620 3.019846
P1 -15.619227 19.560067 4.231420
F1 -16.993693 19.624564 5.084654
F2 -16.033240 21.024036 3.573929
F3 -16.358388 18.900990 2.977286
F4 -14.891236 20.209847 5.535668
F5 -14.213267 19.634527 3.383040
F6 -15.309345 17.998775 4.615276
O1 -11.219039 19.888778 4.706287
O2 -12.082916 20.360754 0.115205
O3 -17.612927 12.538262 -1.287246
O4 -17.445610 13.067017 3.045584
O5 -12.624655 16.182500 2.188411
O6 -15.964014 25.268311 3.375997
O7 -16.430571 21.919109 1.199831
O8 -18.931697 16.550298 0.354442
N1 -20.097107 14.216982 -0.692517
N2 -15.498738 23.143225 5.110999
N3 -13.205782 16.516685 6.118850
N4 -12.214359 21.610757 2.595757
N5 -20.051328 17.619493 6.883881
N6 -15.260736 16.770127 10.173210
N7 -15.342347 14.845862 1.903474
N8 -14.305240 23.476481 2.053684
C1 -16.203775 13.836286 1.216855
C2 -12.050751 22.055168 3.973636
C3 -11.251592 16.058651 7.118536
C4 -14.548164 23.361614 0.632079
C5 -16.364516 17.959237 8.524377
C6 -15.509405 16.853042 8.828841
C7 -13.794868 16.793123 1.671488
C8 -19.451590 17.080477 6.096491
C9 -16.859438 26.161313 3.967349
C10 -16.071188 17.716043 10.780088
C11 -14.789676 15.765183 0.970291
C12 -11.239709 21.467598 0.320870
C13 -12.052288 19.848924 -1.191203
C14 -17.901998 12.054937 3.908697
C15 -10.978996 21.281707 4.764139
C16 -17.371741 20.905796 0.765981
C17 -15.677135 23.042688 6.255926
C18 -19.778794 12.868778 -0.186270
C19 -18.980000 12.103446 -1.368568
C20 -20.785303 14.929914 0.306446
C21 -18.105990 21.668904 7.726949
C22 -15.047796 25.818936 2.471025
C23 -15.872781 23.010818 7.767587
C24 -18.621448 16.401401 5.100348
C25 -16.664011 21.836355 8.326381
C26 -17.018789 12.642608 -2.591644
C27 -16.503952 12.632916 2.130365
C28 -12.816279 15.274666 5.707428
C29 -11.733398 17.176099 2.700502
C30 -10.234113 19.098254 5.427884
C31 -18.126382 17.453093 1.136423
C32 -11.638219 14.924103 6.314848
C33 -19.799122 15.783715 1.156533
C34 -17.911993 14.527339 6.739276
C35 -17.497696 15.590903 5.658378
C36 -10.957762 21.574661 1.835940
C37 -12.232449 17.015467 6.955959
C38 -16.608580 18.515561 9.729035
C39 -13.871535 24.858551 2.337489
C40 -15.301373 22.024792 0.317773
H1 -10.206378 22.345778 2.005960
H2 -15.858946 15.248823 2.672131
H3 -13.607005 17.632766 1.002296
H4 -13.279802 24.920752 3.250757
H5 -13.481309 14.685726 5.093189
H6 -10.026854 21.518393 4.289266
H7 -16.397780 23.924604 8.045888
H8 -13.565934 22.822903 2.269006
H9 -12.374241 17.965621 7.449424
H10 -16.705545 21.851945 9.415475
H11 -15.583639 21.924920 -0.730303
H12 -14.073121 16.917192 5.791127
H13 -15.134230 16.058231 8.201206
H14 -13.593527 23.418610 0.109097
H15 -12.540052 18.876274 -1.255536
H16 -11.739393 23.099745 3.971163
H17 -10.351412 16.023495 7.714222
H18 -19.218105 15.103172 1.778924
H19 -10.261889 21.396718 -0.155512
H20 -17.132828 11.888172 4.662803
H21 -19.336442 15.850660 4.489147
H22 -18.266288 20.810750 1.381497
H23 -17.203107 19.398469 9.911815
H24 -18.873883 14.031154 6.610254
H25 -17.251518 26.898239 3.266411
H26 -13.044077 21.991186 4.417844
H27 -18.077228 21.536957 6.645350
H28 -16.022260 17.881772 11.846177
H29 -10.952315 21.621801 5.799383
H30 -11.143554 13.972188 6.190121
H31 -19.390040 12.318419 -2.355361
H32 -20.691819 12.297898 -0.017236
H33 -18.739509 18.277983 1.499378
H34 -16.018589 13.047921 -2.438600
H35 -16.905712 11.660341 -3.050408
H36 -18.926465 11.017149 -1.296541
H37 -17.277736 17.825572 0.562712
H38 -21.505490 15.573263 -0.199050
H39 -12.595167 20.680520 2.694503
H40 -18.713746 20.877012 8.164699
H41 -15.174974 24.173193 0.262545
H42 -11.038026 19.696466 -1.560152
H43 -15.609561 12.371450 2.695887
H44 -18.176449 11.132619 3.396743
H45 -16.128959 20.894791 8.202740
H46 -17.135348 14.194705 0.778900
H47 -14.622248 26.720921 2.910836
H48 -18.717698 12.390296 4.549212
H49 -16.338525 26.745986 4.725578
H50 -12.512712 20.551905 -1.885409
H51 -15.720003 13.332044 0.380314
H52 -16.983980 19.891700 0.669322
H53 -16.588497 18.240313 7.505925
H54 -20.359240 16.374354 1.881462
H55 -11.734290 22.360643 -0.061179
H56 -17.819239 21.157025 -0.195645
H57 -19.175339 12.996013 0.712487
H58 -14.760409 16.049895 10.674247
H59 -21.336013 14.315526 1.018736
H60 -15.420766 25.993904 1.461877
H61 -13.217856 25.361927 1.625160
H62 -15.568306 16.227641 0.363679
H63 -14.110070 15.172319 0.358136
H64 -14.898537 22.974758 8.255094
H65 -19.272082 14.728681 -0.971081
H66 -14.775216 21.147982 0.695199
H67 -17.500717 13.321800 -3.294875
H68 -17.208130 13.738946 7.005963
H69 -11.262419 17.794904 1.936716
H70 -18.259220 17.157447 4.403725
H71 -14.400305 17.306202 2.418680
H72 -10.480794 20.661238 2.191284
H73 -12.324581 17.917534 3.237975
H74 -17.729050 25.738829 4.470725
H75 -11.043605 16.732173 3.418287
H76 -9.208646 19.259124 5.095277
H77 -17.747672 16.987040 2.046082
H78 -16.791986 11.853306 1.425147
H79 -17.992364 15.062309 7.685558
H80 -16.637415 16.166431 6.000124
H81 -17.040288 14.998833 4.865710
H82 -10.434139 19.160967 6.497537
H83 -18.819667 22.443129 8.008627
H84 -10.303818 18.036320 5.192208

Atomic forces in eV per Å
0.41 -1.07 0.55
0.53 -1.97 0.48
0.26 -0.36 -0.45
0.14 0.91 0.27
-0.66 0.49 -0.85
-0.02 -0.34 -1.14
-0.87 0.29 0.64
0.28 1.05 1.23
0.61 -0.49 0.06
0.22 -0.43 0.29
-0.26 0.67 -1.39
-1.91 0.06 0.40
-0.15 0.51 -0.44
-1.01 -1.46 -0.48
-1.86 0.76 -0.27
0.57 0.78 0.17
-0.21 -2.14 -0.53
-0.73 -0.11 2.05
0.77 -0.54 -0.09
0.10 1.27 0.14
-1.61 1.37 1.93
-2.10 0.94 -0.33
-1.07 -1.87 -0.27
-0.64 2.05 -0.31
0.92 -0.86 1.06
0.30 -0.33 0.33
-0.40 -0.92 -0.66
-0.88 -1.55 -1.23
2.88 -3.24 -1.10
-0.11 0.06 -0.82
-1.96 -0.41 -0.44
1.86 -1.09 -1.62
-0.62 2.04 0.79
0.81 1.31 -1.31
2.42 0.64 0.83
0.20 -0.05 1.27
0.24 0.06 -0.63
0.42 0.20 1.01
-0.38 -0.25 -0.20
-0.93 -0.21 -0.55
0.16 0.08 -0.06
1.29 -0.47 -2.95
0.39 0.61 1.83
0.25 2.52 0.78
0.13 0.25 0.73
1.67 0.01 -0.14
-0.06 -0.23 -0.61
-0.83 0.75 -0.51
-1.54 -1.53 -0.52
0.74 -0.11 0.87
0.96 1.64 -0.86
-0.45 -0.66 0.10
-1.17 0.34 0.45
-0.55 -0.26 -0.63
-0.77 -0.67 0.01
-0.29 0.83 -0.02
-0.69 -0.77 0.41
-0.03 1.17 0.86
0.93 -2.71 0.40
-0.52 -1.42 -0.66
-0.23 -0.02 0.53
-0.99 0.49 3.92
0.15 0.69 1.03
0.97 -0.14 1.20
-0.60 0.59 0.32
-0.06 0.35 -0.05
0.63 -0.10 -0.64
-0.23 -0.52 0.26
0.17 0.08 -0.19
0.40 -0.01 0.15
0.23 0.25 -0.21
1.09 -1.04 0.39
0.07 -0.03 -0.14
-0.06 0.80 0.04
-0.06 0.12 0.08
0.37 0.47 0.25
0.14 0.25 -0.20
-0.09 -0.21 -0.33
-0.24 0.19 0.34
0.03 0.22 0.09
-0.16 0.59 0.13
0.40 -0.28 0.06
0.01 -0.34 -0.42
0.44 -0.64 -0.08
0.18 -0.62 0.04
0.51 0.45 0.79
-0.10 -0.06 0.12
-0.07 0.21 -0.52
0.02 -0.16 -0.37
0.06 -0.09 0.39
-0.06 -0.02 0.04
-0.12 0.05 -0.14
0.03 0.17 0.18
0.09 0.18 0.08
-0.30 0.41 0.15
-0.08 0.26 0.24
-0.14 0.29 -0.14
0.07 -0.09 0.09
-0.13 -0.14 -0.10
-0.53 -0.19 0.45
-0.23 -0.23 -0.21
-0.21 0.35 0.29
0.06 -0.35 -0.53
0.82 -0.87 -0.11
-0.04 0.17 0.11
0.30 0.01 0.18
0.37 -0.35 -0.30
0.04 -0.01 -0.09
0.16 0.02 -0.58
-0.22 0.42 0.18
-0.26 0.34 -0.26
-0.40 0.34 -0.60
0.19 -0.02 0.12
-0.30 0.05 -0.19
0.70 0.65 -0.18
0.73 0.35 0.31
-0.30 0.16 0.21
-0.20 0.56 -0.08
0.01 0.38 -0.02
0.46 0.39 -0.31
0.19 -0.81 0.20
-0.13 0.05 -0.40
0.01 -0.28 -0.20
-0.75 0.32 0.21
0.14 -0.62 -0.70
0.18 0.60 -0.29
-0.25 -0.03 -0.59
0.20 0.36 -0.35
0.24 -0.17 0.00
1.12 0.05 -0.89
-0.58 0.02 0.22
0.44 0.10 -0.74
0.45 -0.45 -0.47
0.24 0.23 0.12
0.22 -0.23 0.81
0.51 -0.26 -0.55
-0.09 0.01 0.49
0.31 -0.80 -0.27
0.07 -0.18 -0.41
0.15 1.01 0.34
0.20 -0.38 -0.07
-0.57 -0.54 0.46
-0.31 0.14 0.18
-0.42 0.43 0.38
-0.26 0.11 -0.55
0.51 0.36 0.03
0.52 0.98 -0.34
-0.95 0.10 -0.21